ORCA calculation (the ωB97M-V functional and the def2-TZVPD basis) on a molecular structure, C27H18Cl4GeN6O4SV.

Values from the calculation:
Total charge: +1
2S+1: 3
HOMO (spin up / spin down), eV: -11.56 / -11.55
Lowest unoccupied orbital energy (spin up / spin down), eV: -3.79 / -3.83
Energy above the lowest of the compared OMol25 structures with the same formula, charge and spin, kcal/mol: 5.6
Calculated total energy, a.u.: -6929.168748

Each line ends with the Mulliken charge.
Atoms and positions in Å:
1 V -0.67350 0.28471 -0.39105  -0.2518
2 C -1.54299 -2.70819 2.74818  -0.9977
3 C -1.00538 -1.60376 2.07734  -0.2351
4 N -1.02571 -1.50034 0.76225  0.6275
5 C -1.60163 -2.48248 0.03148  -0.3210
6 C -2.18727 -3.60815 0.61448  1.1980
7 C -2.13364 -3.70614 2.01759  -0.7611
8 C -2.81661 -4.59342 -0.21792  -0.8834
9 C -2.86262 -4.43442 -1.55628  -0.9495
10 C -2.28091 -3.27920 -2.17899  0.8689
11 C -2.31105 -3.05738 -3.56887  -0.6086
12 C -1.73965 -1.92566 -4.08955  -1.2397
13 C -1.14774 -1.00201 -3.22120  0.0028
14 N -1.10504 -1.19010 -1.91401  0.3629
15 C -1.64712 -2.31555 -1.39388  0.0081
16 H -1.49480 -2.74614 3.82734  0.5021
17 H -0.54943 -0.78434 2.61312  0.3626
18 H -2.57383 -4.56656 2.50810  0.4660
19 H -3.26004 -5.46082 0.25464  0.4414
20 H -3.34424 -5.17057 -2.18742  0.4297
21 H -2.79174 -3.78286 -4.21451  0.4625
22 H -1.74763 -1.72017 -5.15016  0.4347
23 H -0.70417 -0.08538 -3.58828  0.5215
24 O 2.57728 3.25833 4.16627  -0.5744
25 C 3.45900 2.27646 4.05298  0.4479
26 O 4.51999 2.29803 4.61682  -0.5888
27 C 3.09058 1.12461 3.17190  0.2173
28 C 3.89669 0.01276 2.98201  -0.1389
29 Cl 5.35809 -0.43331 3.71175  -0.0968
30 N 3.28407 -0.78823 2.07620  0.3511
31 N 2.11181 -0.27187 1.67843  -0.0834
32 C 1.98420 0.87766 2.32190  0.1034
33 C 0.80610 1.75552 1.99452  0.3996
34 O 0.61153 2.80432 2.58929  -0.8042
35 O 0.07890 1.34019 1.01263  0.4700
36 C 3.71274 -2.03601 1.51241  0.5046
37 C 4.98721 -2.16761 0.98729  -0.2612
38 C 5.35413 -3.37815 0.41592  -0.8764
39 C 4.45498 -4.43169 0.36477  -0.4922
40 C 3.17751 -4.28125 0.88750  -0.7028
41 C 2.80075 -3.08053 1.46680  -0.2758
42 H 1.72792 3.05758 3.69894  0.3930
43 H 5.68744 -1.34473 1.01794  0.4382
44 H 6.34822 -3.49500 0.00478  0.3898
45 H 4.75188 -5.37185 -0.08217  0.4129
46 H 2.47426 -5.10465 0.85384  0.4105
47 H 1.81510 -2.94482 1.88663  0.4232
48 S 1.51715 0.42341 -1.65800  -0.3631
49 C 1.98366 1.95624 -1.02688  0.3858
50 N 3.10822 2.01071 -0.27043  0.0315
51 C 3.53384 3.13497 0.35035  -0.1438
52 C 2.80858 4.27633 0.20051  -0.7852
53 C 1.67834 4.19397 -0.62195  0.0841
54 N 1.29299 3.08276 -1.22668  -0.3027
55 H 3.59516 1.13412 -0.13031  0.1528
56 H 4.43077 3.04378 0.94717  0.4985
57 H 3.08908 5.19290 0.69456  0.4632
58 H 1.05598 5.06578 -0.79351  0.4392
59 Cl -2.46221 2.59386 -3.50187  -0.3463
60 Ge -1.41201 2.43357 -1.62129  1.0769
61 Cl -1.81316 4.36323 -0.74719  -0.3303
62 Cl -2.94420 0.76129 -0.21105  -0.3684